[1]
{
  "formula": "C17H33OPr",
  "method": "ωB97M-V with the def2-TZVPD basis set",
  "spin_multiplicity": 3,
  "charge": 2,
  "s2": 2.01,
  "gap_ev": [7.32, 7.47],
  "homo_energy_ev": [-14.668, -14.659],
  "species": ["C", "H", "H", "H", "C", "H", "H", "C", "H", "H", "H", "C", "C", "C", "C", "C", "C", "C", "C", "C", "C", "Pr", "H", "H", "H", "H", "H", "H", "H", "H", "H", "H", "H", "H", "H", "H", "H", "C", "C", "O", "C", "C", "H", "H", "H", "H", "H", "H", "H", "H", "H", "H"],
  "coordinates": [[0.88532, -1.22033, -2.67855], [1.18335, -2.02433, -3.36218], [-0.19982, -1.06144, -2.86008], [1.07761, -1.73943, -1.63803], [1.74331, 0.02102, -2.95112], [1.29261, 0.95722, -2.54458], [2.72200, -0.09568, -2.46653], [1.96778, 0.25758, -4.45813], [2.61219, 1.12410, -4.62711], [2.44041, -0.61288, -4.92863], [1.01840, 0.44292, -4.97019], [-1.26242, 0.93610, 1.38240], [-1.05476, 1.94228, 0.38834], [-1.66485, 1.49312, -0.83057], [-2.23324, 0.19870, -0.58623], [-1.98187, -0.14296, 0.78374], [-2.54451, -1.30708, 1.51727], [-3.04820, -0.58986, -1.55112], [-1.77240, 2.26330, -2.10085], [-0.41883, 3.26335, 0.63369], [-0.91658, 1.06422, 2.82078], [0.36340, -0.08279, -0.50579], [-3.20278, -1.61548, -1.18997], [-4.04294, -0.13236, -1.69182], [-2.57016, -0.64696, -2.54101], [-2.79974, -2.12521, 0.83297], [-1.83207, -1.69771, 2.25723], [-3.46323, -1.02653, 2.06228], [-0.00004, 1.65598, 2.95340], [-1.72396, 1.56614, 3.38372], [-0.75115, 0.08027, 3.28103], [-0.04150, 3.70665, -0.29631], [-1.13276, 3.97607, 1.08073], [0.42736, 3.17152, 1.32970], [-1.57807, 1.62906, -2.97975], [-2.78563, 2.68510, -2.22184], [-1.05889, 3.09853, -2.12179], [3.76304, 0.09438, 2.37335], [2.85551, 0.08384, 1.15224], [1.55202, -0.50177, 1.41068], [1.42096, -1.67745, 2.27487], [1.76841, -2.93188, 1.50693], [3.37063, 0.76176, 3.14847], [4.74406, 0.47576, 2.06803], [3.92564, -0.90628, 2.79033], [2.65691, 1.11311, 0.80779], [3.31809, -0.48484, 0.33213], [2.05614, -1.51255, 3.14958], [0.37583, -1.65722, 2.60491], [2.83543, -2.94687, 1.24834], [1.56586, -3.79472, 2.14774], [1.17207, -3.05886, 0.58684]]
}

***

[2]
{
  "formula": "C15H19FO7",
  "method": "ωB97M-V with the def2-TZVPD basis set",
  "spin_multiplicity": 1,
  "smiles": "CCCC1=C(F)C(=O)OC1=O.O=C1CCCO1.O=C1CCCO1",
  "gap_ev": 9.64,
  "homo_energy_ev": -10.045,
  "species": ["C", "C", "C", "C", "C", "F", "C", "O", "O", "C", "O", "H", "H", "H", "H", "H", "H", "H", "O", "C", "C", "C", "C", "O", "H", "H", "H", "H", "H", "H", "O", "C", "C", "C", "C", "O", "H", "H", "H", "H", "H", "H"],
  "coordinates": [[5.60938, 0.54491, -1.69102], [4.96772, 1.97579, -1.86014], [3.67079, 2.15006, -1.00927], [2.40530, 1.56262, -1.65036], [1.21710, 1.68227, -1.05232], [0.88834, 2.27694, 0.05693], [0.24462, 0.92779, -1.98009], [-0.85962, 0.73557, -1.64376], [0.84970, 0.51606, -3.12662], [2.23591, 0.76825, -2.92263], [3.01633, 0.34499, -3.66930], [5.11869, -0.05068, -0.90112], [6.68479, 0.60998, -1.42794], [5.57758, 0.03598, -2.67336], [5.70923, 2.67305, -1.41272], [4.84313, 2.23806, -2.92395], [3.83797, 1.55818, -0.08089], [3.52755, 3.19195, -0.65972], [-6.32738, 1.44912, 1.59094], [-5.37442, 1.11757, 0.94635], [-5.39913, 0.42472, -0.39916], [-3.97082, -0.08602, -0.52523], [-3.19242, 0.93428, 0.28179], [-4.09255, 1.35925, 1.32233], [-5.63982, 1.15843, -1.17041], [-6.12270, -0.38703, -0.40559], [-3.62272, -0.17576, -1.55278], [-3.89055, -1.07044, -0.05597], [-2.91091, 1.80542, -0.31217], [-2.29527, 0.50615, 0.72474], [1.58964, -1.97096, 1.14025], [0.57177, -2.13475, 1.74933], [0.24897, -3.29598, 2.66584], [-1.26150, -3.17465, 2.81933], [-1.47998, -1.68357, 2.64998], [-0.45846, -1.25107, 1.73673], [0.76887, -3.15279, 3.61470], [0.53621, -4.24145, 2.21230], [-1.64267, -3.56113, 3.76367], [-1.75690, -3.71663, 2.01052], [-1.36139, -1.13677, 3.58841], [-2.46035, -1.45772, 2.23237]]
}

***

[3]
{
  "formula": "C2H5N3O2",
  "method": "ωB97M-V with the def2-TZVPD basis set",
  "spin_multiplicity": 1,
  "smiles": "[H]/N=C/NO/C=N/O",
  "de_lowest_ev": 6.142,
  "gap_ev": 10.20,
  "homo_energy_ev": -9.320,
  "species": ["H", "N", "C", "N", "O", "C", "N", "O", "H", "H", "H", "H"],
  "coordinates": [[4.14215, -0.28574, -0.33094], [3.22932, -0.68489, -0.01210], [2.23702, 0.13570, -0.24627], [0.85074, -0.14759, 0.18046], [0.03533, 0.98155, 0.22246], [-1.29248, 0.67277, -0.04917], [-1.65824, -0.54658, 0.02275], [-3.10274, -0.42210, -0.17739], [2.31784, 1.19220, -0.59467], [0.87215, -0.78783, 0.99629], [-1.89377, 1.53699, -0.11416], [-3.51898, -1.32867, 0.11790]]
}

***

[4]
{
  "formula": "C33H37IrN4O2S",
  "method": "ωB97M-V with the def2-TZVPD basis set",
  "spin_multiplicity": 1,
  "charge": 2,
  "de_lowest_ev": 0.511,
  "gap_ev": 6.47,
  "homo_energy_ev": -13.673,
  "species": ["Ir", "C", "C", "C", "C", "C", "C", "C", "N", "C", "C", "C", "C", "C", "C", "C", "N", "C", "C", "C", "C", "H", "H", "H", "H", "H", "H", "H", "H", "H", "H", "H", "H", "H", "H", "H", "H", "H", "H", "H", "H", "H", "H", "H", "H", "C", "O", "C", "C", "C", "C", "C", "C", "N", "C", "C", "C", "C", "C", "C", "C", "O", "H", "H", "H", "H", "H", "H", "H", "H", "H", "H", "H", "H", "H", "S", "C", "N"],
  "coordinates": [[-0.75246, -0.64996, -0.68819], [6.07405, 0.47848, 0.71288], [5.55959, -0.02507, -0.63487], [6.24090, -1.36230, -0.96504], [5.89388, 1.01410, -1.71851], [4.05544, -0.23104, -0.62972], [3.40113, -0.69946, -1.77224], [2.03544, -0.85508, -1.77886], [1.28725, -0.57139, -0.70423], [1.89132, -0.12409, 0.41135], [3.25653, 0.04646, 0.47902], [0.93836, 0.18170, 1.48832], [1.25332, 0.66407, 2.73561], [0.25354, 0.93877, 3.67527], [-1.06192, 0.69320, 3.28318], [-1.33453, 0.21238, 2.02196], [-0.35378, -0.04374, 1.14596], [0.62382, 1.50385, 5.03431], [-0.59630, 1.65446, 5.94160], [1.26056, 2.88683, 4.81080], [1.63788, 0.56714, 5.70937], [7.15478, 0.60220, 0.65720], [5.87066, -0.22968, 1.51935], [5.65050, 1.45078, 0.97344], [7.32161, -1.22151, -0.97351], [5.95139, -1.73987, -1.94610], [6.00518, -2.12323, -0.21914], [6.97047, 1.18413, -1.73188], [5.39952, 1.96605, -1.51935], [5.60050, 0.67600, -2.71281], [3.95254, -0.93466, -2.67100], [1.50393, -1.20049, -2.65620], [3.70087, 0.41526, 1.39053], [2.29018, 0.84066, 2.98104], [-1.89015, 0.87976, 3.94941], [-2.34272, 0.02048, 1.68168], [-1.31882, 2.36761, 5.54044], [-0.27429, 2.03261, 6.91092], [-1.09737, 0.69992, 6.11427], [0.56583, 3.56833, 4.31760], [2.16839, 2.82690, 4.20876], [1.53018, 3.31747, 5.77508], [1.22333, -0.43219, 5.85096], [1.89482, 0.96673, 6.69009], [2.56497, 0.47998, 5.14151], [-3.70696, 2.88350, -4.64904], [-4.07203, 1.72590, -3.88856], [-3.41175, 0.57436, -4.13914], [-2.31758, 0.43278, -4.98254], [-1.74740, -0.82136, -5.15367], [-2.25610, -1.93993, -4.50524], [-3.34879, -1.80422, -3.66448], [-3.90328, -0.55153, -3.47353], [-5.07458, -0.34621, -2.68783], [-5.49969, -0.93660, -1.61402], [-4.82991, -1.84899, -0.73482], [-5.64039, -2.77943, -0.05401], [-5.09549, -3.72053, 0.78565], [-3.71517, -3.72595, 0.99015], [-2.90503, -2.78784, 0.37976], [-3.44086, -1.81703, -0.47232], [-2.70941, -0.85133, -1.00459], [-4.39200, 3.66706, -4.34408], [-3.81537, 2.69133, -5.71657], [-2.68282, 3.18208, -4.42214], [-1.91856, 1.28489, -5.51254], [-0.90609, -0.92665, -5.82582], [-1.82645, -2.91650, -4.67883], [-3.78134, -2.66848, -3.17687], [-5.68948, 0.36096, -3.08099], [-6.53276, -0.70638, -1.37036], [-6.71017, -2.76648, -0.22520], [-5.72572, -4.44563, 1.27913], [-3.27306, -4.46588, 1.64459], [-1.83151, -2.80757, 0.56351], [-1.07701, 1.38280, -1.57833], [0.42394, 2.13153, -1.34350], [1.45257, 2.62478, -1.17402]]
}